Record 1
{"formula": "C34H50N3O4PtSbSi3", "method": "the ωB97M-V functional and the def2-TZVPD basis", "species": ["Pt", "O", "C", "C", "C", "C", "C", "C", "C", "N", "C", "C", "N", "H", "H", "H", "H", "H", "H", "H", "O", "C", "O", "C", "C", "C", "C", "C", "N", "H", "H", "H", "H", "C", "C", "C", "C", "C", "C", "C", "O", "C", "C", "C", "H", "H", "H", "H", "H", "H", "H", "H", "H", "H", "H", "H", "C", "Si", "C", "C", "Sb", "Si", "C", "C", "C", "Si", "C", "C", "C", "H", "H", "H", "H", "H", "H", "H", "H", "H", "H", "H", "H", "H", "H", "H", "H", "H", "H", "H", "H", "H", "H", "H", "H", "H", "H", "H"], "coordinates": [[9.262, 11.152, 11.771], [8.390, 10.019, 10.058], [9.014, 9.424, 9.158], [8.471, 9.400, 7.822], [9.145, 8.757, 6.816], [10.324, 8.124, 7.121], [10.925, 8.210, 8.375], [10.341, 8.821, 9.409], [11.018, 8.954, 10.716], [10.695, 9.671, 11.798], [11.653, 9.388, 12.750], [12.551, 8.493, 12.239], [12.142, 8.182, 10.979], [7.571, 9.958, 7.603], [8.717, 8.734, 5.827], [10.802, 7.527, 6.345], [11.908, 7.762, 8.585], [11.705, 9.803, 13.758], [13.422, 8.044, 12.684], [12.480, 7.483, 10.363], [8.220, 15.002, 14.387], [8.360, 14.011, 13.547], [9.022, 13.003, 14.069], [7.908, 13.997, 12.250], [7.367, 15.160, 11.724], [6.720, 15.211, 10.505], [6.779, 13.997, 9.820], [7.347, 12.832, 10.312], [7.915, 12.828, 11.519], [7.440, 15.984, 12.400], [6.154, 16.029, 10.090], [6.405, 14.021, 8.844], [7.401, 11.896, 9.742], [10.978, 18.203, 10.716], [10.594, 16.874, 10.086], [9.836, 16.774, 8.921], [9.551, 15.538, 8.286], [8.574, 15.604, 7.103], [10.078, 14.343, 8.813], [9.932, 13.050, 8.108], [10.043, 11.956, 8.609], [10.909, 14.441, 9.962], [11.531, 13.338, 10.645], [11.057, 15.664, 10.587], [11.628, 18.171, 11.587], [10.109, 18.891, 10.877], [11.507, 18.763, 9.983], [9.332, 17.624, 8.533], [8.072, 16.555, 7.028], [7.713, 14.921, 7.104], [9.121, 15.495, 6.149], [9.820, 13.159, 7.023], [12.143, 12.746, 9.950], [10.773, 12.631, 11.061], [12.176, 13.747, 11.385], [11.645, 15.716, 11.486], [9.710, 8.996, 16.598], [8.775, 10.502, 16.725], [8.525, 11.143, 18.435], [7.210, 10.467, 15.714], [9.776, 12.942, 16.170], [6.804, 15.735, 15.282], [7.159, 15.413, 17.123], [5.296, 14.791, 14.658], [7.314, 17.432, 14.784], [12.170, 13.373, 15.291], [13.012, 13.665, 16.870], [11.715, 14.858, 14.280], [13.019, 12.259, 14.141], [9.532, 8.273, 17.379], [10.754, 9.178, 16.733], [9.576, 8.452, 15.643], [8.146, 10.349, 19.090], [7.781, 11.965, 18.446], [9.439, 11.480, 18.922], [6.872, 9.444, 15.708], [7.420, 10.770, 14.685], [6.440, 11.129, 16.121], [6.952, 14.427, 17.431], [6.454, 16.055, 17.670], [8.070, 15.827, 17.530], [5.448, 13.706, 14.632], [4.952, 15.212, 13.690], [4.437, 15.035, 15.359], [8.386, 17.520, 14.626], [7.025, 18.242, 15.450], [6.755, 17.614, 13.842], [12.376, 13.843, 17.732], [13.695, 14.474, 16.794], [13.648, 12.840, 17.124], [10.986, 15.556, 14.746], [11.368, 14.466, 13.269], [12.621, 15.471, 14.087], [13.542, 11.403, 14.583], [13.677, 12.950, 13.722], [12.384, 11.987, 13.319]], "forces_ev_per_a": [[-0.392, 0.283, 0.640], [-0.482, 0.168, -0.022], [0.610, 0.129, 0.261], [0.320, -0.157, -0.219], [-1.162, 0.548, 0.425], [1.162, -1.066, -0.855], [1.561, -1.137, -0.185], [-1.497, 1.702, 1.309], [0.212, -1.184, -0.188], [0.433, -0.188, -0.458], [0.538, -0.234, 0.207], [-0.050, -0.199, 0.357], [-1.740, 1.934, 0.407], [-0.130, -0.097, 0.301], [0.130, -0.073, -0.153], [0.074, 0.228, 0.202], [-0.490, 0.105, -0.837], [-0.387, 0.007, -0.646], [-0.043, -0.010, 0.037], [0.498, -0.464, -0.186], [-1.361, 0.169, -0.892], [3.897, -2.975, 6.873], [-2.314, 1.953, -4.357], [-1.693, -0.674, -4.703], [-0.285, 0.437, 0.905], [0.573, -2.014, 0.002], [-0.222, 0.977, 0.171], [0.433, 0.367, 0.521], [0.697, -0.248, 0.509], [-0.124, 0.688, -0.032], [0.325, 0.348, 0.113], [-0.740, -0.433, -1.331], [-0.117, 0.536, 0.292], [-1.318, 0.316, -0.307], [-0.003, -0.171, -0.172], [-0.411, -1.217, 0.055], [-0.696, 0.822, 0.317], [0.463, -0.350, -0.397], [0.625, 0.427, 0.232], [0.399, 0.890, -0.119], [-0.058, -0.257, 0.179], [-1.838, 1.209, -0.483], [0.437, -2.206, -0.468], [0.445, 0.911, -0.009], [-0.284, -0.369, 0.141], [0.424, -0.864, 0.297], [0.780, 0.361, -0.775], [-0.105, 0.797, -0.392], [0.221, 0.632, 0.232], [0.631, -0.392, 0.184], [-0.301, -0.187, 0.319], [-0.353, -0.142, -0.311], [-0.127, -0.076, 0.225], [0.558, 0.356, -0.036], [0.536, -0.088, 0.831], [0.237, -0.096, 0.222], [1.012, -1.542, -1.085], [-1.602, 2.405, 0.232], [-0.650, -0.429, 1.020], [0.391, 0.376, -0.039], [1.057, -1.524, 1.595], [1.883, -1.103, 0.696], [-0.855, 1.781, -0.940], [-0.839, 1.543, 0.476], [-1.396, 0.698, -0.546], [-1.623, 0.891, 0.297], [0.268, -0.143, 0.689], [0.318, 0.798, -1.049], [-0.731, -1.537, 0.751], [-0.640, -0.118, 0.480], [1.002, 0.230, -0.141], [0.062, 0.411, 0.355], [-0.198, 0.038, -0.010], [0.431, -0.359, -0.040], [0.050, 0.125, -0.155], [-0.463, -0.430, -0.082], [-0.047, -0.099, -0.001], [0.076, -0.136, 0.001], [0.010, -1.280, 0.443], [-0.436, -0.153, -0.155], [0.739, -0.336, -0.320], [-0.029, 0.273, -0.081], [0.303, -0.578, 0.314], [0.942, -0.473, -0.589], [-0.010, -0.274, -0.106], [-0.166, -0.042, 0.166], [0.572, 0.255, 0.216], [-0.182, 0.081, -0.079], [0.648, 1.076, -0.131], [0.267, -0.769, 0.182], [0.264, -0.621, -0.426], [0.099, 0.661, 1.289], [-0.319, -0.268, -0.059], [-0.085, 0.229, -0.270], [1.791, 1.045, -0.779], [-0.409, -0.432, -0.354]], "lowdin_spin": [0.770, 0.347, 0.093, 0.188, -0.001, 0.226, 0.003, 0.124, -0.006, 0.051, 0.023, 0.026, 0.015, 0.007, -0.004, 0.010, -0.003, 0.004, 0.001, 0.000, 0.041, 0.026, 0.243, 0.012, 0.000, 0.000, -0.001, 0.001, 0.015, 0.000, 0.000, 0.000, 0.000, 0.000, 0.000, 0.001, 0.000, 0.000, 0.001, 0.000, 0.008, 0.000, 0.014, 0.001, 0.000, 0.000, 0.000, 0.000, 0.000, 0.000, 0.000, 0.000, 0.000, 0.017, 0.000, 0.000, 0.027, 0.143, 0.046, 0.024, 1.151, 0.010, 0.031, 0.000, 0.000, 0.142, 0.033, 0.017, 0.032, 0.004, 0.003, 0.000, 0.002, 0.005, 0.017, 0.003, 0.004, 0.001, 0.007, 0.002, 0.006, 0.000, 0.000, 0.000, 0.000, 0.000, 0.000, 0.017, 0.002, 0.000, 0.003, 0.001, 0.003, 0.000, 0.005, 0.003], "spin_multiplicity": 5, "homo_lumo_gap_ev": [4.38, 5.85], "energy_ev": -82132.09345, "e_above_lowest_kcal_mol": 28.93, "charge": 2, "homo_ev": [-10.39, -12.88], "largest_force_ev_per_a": 8.44}



Record 2
{"formula": "C34H51BCdN10S", "method": "the ωB97M-V functional and the def2-TZVPD basis", "species": ["Cd", "C", "C", "C", "C", "C", "C", "N", "N", "B", "N", "C", "C", "C", "N", "C", "C", "C", "N", "C", "C", "C", "N", "C", "C", "C", "H", "H", "H", "H", "H", "H", "H", "H", "H", "H", "H", "H", "H", "H", "H", "H", "H", "H", "H", "H", "H", "H", "H", "H", "H", "H", "H", "H", "C", "C", "N", "C", "C", "N", "C", "C", "N", "H", "H", "H", "H", "H", "H", "H", "H", "H", "H", "H", "H", "H", "H", "H", "C", "C", "C", "C", "C", "C", "C", "C", "C", "S", "C", "N", "H", "H", "H", "H", "H", "H", "H", "H"], "coordinates": [[-0.106, -0.406, 0.242], [-2.810, -0.171, 3.442], [-1.639, -0.369, 4.400], [-0.944, 0.950, 4.757], [-0.595, -1.327, 3.891], [-0.103, -2.381, 4.674], [0.925, -2.914, 3.939], [1.031, -2.221, 2.792], [0.090, -1.247, 2.741], [1.914, -2.772, 1.648], [1.064, -3.305, 0.472], [0.719, -4.602, 0.400], [0.120, -4.822, -0.818], [0.127, -3.572, -1.456], [0.677, -2.661, -0.650], [-0.312, -3.371, -2.881], [-1.839, -3.305, -2.996], [0.347, -2.145, -3.498], [3.102, -1.886, 1.224], [4.340, -2.406, 1.357], [5.247, -1.467, 0.950], [4.471, -0.355, 0.575], [3.169, -0.620, 0.742], [5.178, 0.908, 0.141], [5.363, 1.887, 1.309], [4.634, 1.621, -1.098], [-3.465, 0.629, 3.797], [-3.393, -1.089, 3.370], [-2.452, 0.065, 2.444], [-2.027, -0.801, 5.326], [-0.377, 1.299, 3.897], [-0.245, 0.801, 5.581], [-1.664, 1.718, 5.048], [-0.469, -2.706, 5.632], [1.595, -3.724, 4.170], [2.425, -3.749, 2.108], [0.950, -5.291, 1.194], [-0.255, -5.754, -1.205], [0.021, -4.263, -3.421], [-2.211, -2.419, -2.490], [-2.296, -4.182, -2.538], [-2.141, -3.263, -4.045], [1.428, -2.178, -3.359], [-0.051, -1.260, -3.010], [0.130, -2.093, -4.567], [4.496, -3.400, 1.733], [6.320, -1.552, 0.927], [6.182, 0.564, -0.118], [4.409, 2.255, 1.684], [5.953, 2.747, 0.985], [5.886, 1.400, 2.133], [3.848, 2.324, -0.838], [4.253, 0.905, -1.827], [5.438, 2.188, -1.571], [1.698, 2.237, 0.998], [1.557, 2.232, -0.553], [0.181, 2.120, -0.960], [-0.631, 3.323, -0.930], [-2.089, 2.978, -0.550], [-2.115, 1.939, 0.459], [-1.908, 2.370, 1.825], [-0.430, 2.619, 2.193], [0.537, 1.646, 1.668], [1.863, 3.260, 1.355], [2.574, 1.643, 1.237], [2.070, 1.344, -0.933], [2.057, 3.122, -0.963], [0.076, 1.651, -1.842], [-0.618, 3.853, -1.892], [-0.218, 4.006, -0.188], [-2.622, 2.613, -1.430], [-2.594, 3.897, -0.212], [-2.959, 1.389, 0.386], [-2.316, 1.595, 2.471], [-2.438, 3.312, 2.046], [-0.376, 2.670, 3.284], [-0.145, 3.606, 1.832], [0.852, 1.025, 2.406], [0.233, 1.082, -4.042], [-1.230, 1.014, -3.691], [-2.147, 1.621, -4.581], [-3.475, 1.573, -4.296], [-3.918, 0.894, -3.138], [-5.289, 0.788, -2.837], [-5.685, 0.125, -1.709], [-4.729, -0.454, -0.866], [-3.370, -0.400, -1.131], [-2.355, -1.340, -0.061], [-2.929, 0.308, -2.296], [-1.604, 0.403, -2.591], [0.561, 2.121, -4.125], [0.850, 0.565, -3.309], [0.396, 0.604, -5.010], [-1.778, 2.111, -5.473], [-4.209, 2.044, -4.939], [-6.008, 1.233, -3.513], [-6.734, 0.036, -1.458], [-5.046, -0.989, 0.020]], "forces_ev_per_a": [[-0.412, 0.660, 0.236], [-0.039, -0.621, 0.222], [0.082, 0.231, -0.230], [0.045, -0.362, 0.141], [-0.006, -0.330, 0.317], [-0.012, 0.087, -0.049], [-0.054, 0.141, 0.106], [0.031, -0.371, 0.166], [-0.030, 0.110, -0.231], [-0.100, 0.253, -0.247], [-0.120, -0.338, 0.333], [-0.089, -0.105, -0.306], [0.029, 0.084, 0.178], [0.012, -0.387, 0.090], [0.304, 0.759, -0.155], [-0.097, 0.295, 0.078], [0.117, -0.048, -0.141], [-0.010, -0.231, 0.058], [0.345, -0.359, 0.135], [0.104, 0.141, -0.066], [-0.078, 0.003, 0.017], [0.372, -0.345, 0.089], [-0.253, 0.250, -0.107], [-0.192, 0.223, -0.008], [0.047, -0.052, -0.088], [0.124, -0.069, 0.127], [-0.025, -0.033, -0.020], [-0.024, -0.019, -0.054], [-0.211, -0.564, 0.045], [0.016, -0.041, -0.041], [-0.157, -0.499, 0.665], [0.013, 0.001, 0.011], [-0.005, 0.044, -0.030], [0.035, 0.062, 0.048], [-0.001, -0.045, -0.131], [0.009, -0.065, 0.127], [0.057, 0.064, 0.052], [0.023, -0.004, -0.050], [0.053, 0.001, 0.044], [-0.051, -0.011, 0.020], [-0.060, 0.028, 0.011], [0.024, -0.024, -0.013], [0.023, 0.056, -0.025], [0.053, -0.035, -0.025], [-0.042, 0.064, -0.001], [-0.089, -0.038, -0.001], [0.011, 0.010, -0.013], [-0.024, -0.071, -0.015], [0.030, 0.013, 0.010], [0.013, 0.013, 0.024], [-0.015, 0.023, 0.033], [0.193, -0.063, -0.075], [-0.053, 0.033, -0.035], [-0.008, 0.043, -0.003], [-0.022, 0.188, -0.252], [-0.268, 0.062, 0.199], [0.188, -0.197, -0.333], [-0.319, -0.186, 0.193], [0.285, -0.010, 0.063], [-0.344, 0.213, 0.179], [0.323, 0.248, -0.029], [-0.331, 0.489, -0.547], [0.287, -0.640, 0.003], [0.013, -0.032, 0.028], [-0.074, 0.027, 0.097], [-0.039, 0.065, 0.014], [-0.021, -0.071, -0.009], [0.094, 0.049, 0.066], [0.004, 0.024, 0.051], [0.074, 0.005, -0.025], [0.058, 0.063, 0.062], [0.003, 0.019, -0.062], [0.007, 0.018, 0.020], [0.247, 0.841, -0.247], [-0.035, -0.017, 0.059], [0.097, 0.509, -0.530], [0.057, 0.010, -0.066], [0.070, 0.047, 0.044], [-0.020, 0.000, 0.008], [-0.038, -0.080, 0.054], [-0.196, 0.080, -0.048], [0.121, 0.014, -0.011], [0.214, -0.112, 0.098], [-0.129, 0.028, 0.054], [-0.037, 0.090, -0.108], [0.198, 0.047, -0.058], [-0.029, -0.166, 0.104], [-0.031, -0.215, 0.163], [-0.496, 0.021, -0.134], [0.122, -0.063, -0.219], [0.017, 0.001, -0.017], [0.017, 0.035, -0.046], [0.056, 0.015, 0.000], [0.003, 0.027, 0.007], [0.008, -0.027, -0.041], [-0.015, 0.011, 0.019], [-0.011, 0.010, -0.026], [-0.017, -0.006, -0.004]], "lowdin_charge": [1.320, -0.089, -0.340, -0.058, -0.282, -0.015, -0.078, -0.036, 0.066, -0.556, -0.051, -0.073, -0.014, -0.306, 0.031, -0.363, -0.067, -0.084, -0.037, -0.085, -0.029, -0.285, 0.117, -0.363, -0.059, -0.065, 0.089, 0.088, 0.001, 0.131, 0.019, 0.092, 0.092, 0.102, 0.117, 0.103, 0.119, 0.104, 0.134, 0.015, 0.080, 0.079, 0.085, 0.021, 0.084, 0.111, 0.102, 0.123, 0.057, 0.079, 0.081, 0.034, 0.084, 0.081, -0.208, -0.241, -0.109, -0.177, -0.185, -0.091, -0.203, -0.201, -0.096, 0.116, 0.062, 0.080, 0.111, 0.028, 0.118, 0.103, 0.098, 0.116, 0.072, 0.048, 0.124, 0.087, 0.100, 0.070, -0.046, -0.337, -0.017, -0.007, -0.171, -0.049, -0.079, -0.132, -0.651, 0.524, -0.261, 0.119, 0.090, 0.062, 0.091, 0.114, 0.118, 0.109, 0.104, 0.093], "spin_multiplicity": 1, "homo_lumo_gap_ev": 7.46, "energy_ev": -67064.76610, "charge": 0, "homo_ev": -7.18, "largest_force_ev_per_a": 0.91}